No. 1
ORCA calculation (ωB97M-V/def2-TZVPD) on the molecule C12H14NP.

Gap between HOMO and LUMO ... 0.31646 hartree
SMILES ... C1=CCP[C@@H](Nc2ccccc2)C=C1
LUMO energy ... 0.884 eV

ORCA input file:
```
! wB97M-V def2-TZVPD RIJCOSX def2/J DEFGRID3
* xyz 0 1
H 0.47845 -1.92048 3.23366
H 0.77056 -0.00454 2.17310
C 0.41488 3.40687 -1.28315
H 0.07399 2.85593 -3.23696
H -1.31797 -1.23319 -0.73945
H 1.93617 -0.65927 -1.09794
H -1.72420 -5.05710 1.04288
C 0.26774 2.27130 0.86274
H 1.67020 0.86894 -3.14657
H -0.73333 0.75585 -0.18630
C -1.04165 -1.89744 0.23452
C 0.26095 0.89214 0.31814
H 0.08427 2.27286 1.88283
C -1.35977 -4.02458 1.33062
C -0.70435 -3.50258 2.49249
H -0.07811 4.32541 -1.49349
C 0.45281 2.56691 -2.26859
C 0.49458 3.33327 0.15114
P 1.89309 0.68747 -0.68558
H -1.99224 -3.46129 -0.70041
C -1.57054 -3.17434 0.24633
C -0.34046 -1.41258 1.31444
H 0.55635 4.24516 0.56329
C -0.13980 -2.26438 2.44535
H -0.75015 -4.02081 3.46576
C 1.06668 1.22049 -2.24658
H 0.18093 0.54132 -2.38857
N 0.07512 -0.08792 1.42349
*
```

Atomic partial charges in e from the Löwdin method, atoms 1 to 8: 0.0945, 0.1240, -0.1321, 0.1049, 0.1487, -0.0731, 0.1123, -0.1307

***

No. 2
ORCA calculation (ωB97M-V/def2-TZVPD) on a 2-piece molecular cluster, C9H9IN4O overall.

Gap between HOMO and LUMO ... 0.22837 hartree
SMILES ... IOn1nnc2ccccc21.C=C=NC
LUMO energy ... -2.006 eV

ORCA input file:
```
! wB97M-V def2-TZVPD RIJCOSX def2/J DEFGRID3
* xyz 0 1
O 1.84221 1.44141 -2.06969
H -0.65138 1.27922 2.22589
C 0.99265 -1.85656 -1.29580
I 2.34858 1.96167 -4.03859
H 1.83752 4.21286 1.55130
H -0.76519 0.02830 0.82297
N 1.74483 0.12995 -1.74895
C 0.07388 -2.88741 -1.28645
H -2.06744 -3.19685 -1.49956
C 1.65741 3.53696 0.69795
C -1.23523 -2.54827 -1.40609
C -0.80623 -0.26362 -1.83500
C 0.52273 -0.63024 -1.74958
N 2.35585 -1.82930 -1.21145
H -1.11293 0.74714 -2.18843
C -1.67525 -1.25179 -1.58139
H 0.28486 -0.47274 2.24647
N 2.72217 -0.63800 -1.43890
H 0.54376 -3.81894 -0.96118
H -2.68257 -1.05499 -1.69993
C 1.28343 2.32072 0.83142
H 1.48845 4.08129 -0.18814
C -0.13928 0.44974 1.65464
N 0.93219 1.17095 1.05129
*
```

Atomic partial charges in e from the Löwdin method, atoms 1 to 8: -0.6048, 0.0968, -0.2581, 0.8176, 0.0655, 0.0658, -0.2225, -0.0082

***

No. 3
ORCA calculation (ωB97M-V/def2-TZVPD) on the molecule C4H9F5N3P3.

Gap between HOMO and LUMO (spin up / spin down) ... 0.30122 / 0.30123 hartree
LUMO energy (spin up / spin down) ... -2.064 / -2.066 eV

ORCA input file:
```
! wB97M-V def2-TZVPD RIJCOSX def2/J DEFGRID3
* xyz 0 1
C 0.16783 -0.30383 0.42569
F 0.78880 -5.66516 1.23502
H -1.96490 0.00315 1.04921
H -1.03005 -0.69017 -1.33838
F 3.12898 -0.63837 0.23518
F 0.72905 -1.71264 4.55301
H -1.29504 -1.50108 1.64341
N 2.01915 -1.02849 2.49196
C 0.64026 1.20136 0.57056
N 1.83186 -3.67549 0.01023
F -0.71285 -3.97405 0.85410
P 0.87103 -4.08075 1.18805
H -0.12629 1.92399 0.62292
H -0.19531 -1.98545 -0.83351
H 1.29056 1.20644 1.43872
F 2.88070 -2.68146 4.23224
C -0.96550 -0.53475 1.38200
N 0.97043 -3.55261 2.68341
P 1.76750 -1.26432 0.93312
C -0.09207 -0.92231 -1.00549
H -0.64576 0.05880 2.18951
H 1.37133 1.36539 -0.31414
P 1.60530 -2.29437 3.35889
H 0.58960 -0.64795 -1.72461
*
```

Atomic partial charges in e from the Löwdin method, atoms 1 to 8: -0.5846, -0.1432, 0.1479, 0.0511, -0.2043, -0.1207, 0.0552, -0.2512

***

No. 4
ORCA calculation (ωB97M-V/def2-TZVPD) on C20H31BN4O5PPt as an isolated structure.

Gap between HOMO and LUMO ... 0.26982 hartree
LUMO energy ... -3.550 eV

ORCA input file:
```
! wB97M-V def2-TZVPD RIJCOSX def2/J DEFGRID3
* xyz 1 1
H 1.19432 0.96408 4.71630
H -4.72989 -1.92631 -0.79332
H -5.06040 1.59508 0.03080
N -3.89222 -0.10677 -0.17087
H -4.19523 -1.65962 1.73911
P 1.90348 0.13312 -0.44439
C 1.74391 -0.71015 3.50120
H 4.32044 0.96595 1.09000
C 0.25158 4.27179 0.81098
H 2.94437 0.51750 6.42636
H 3.89791 2.68459 0.85752
H -0.25296 0.77650 -2.36386
H -5.84901 -0.86087 0.07762
C -1.40457 -2.73545 0.19279
C -0.71053 6.36920 -0.64831
C 3.58461 -2.04544 4.30374
N -2.57515 -1.91615 0.43359
H -1.73162 -3.75886 0.00243
H 2.80939 1.62361 1.78760
Pt 0.19764 0.11302 0.96790
O 1.64902 0.02876 -1.99051
H 2.48438 -2.45585 2.50009
H 1.16010 5.70214 2.13345
H -3.91386 1.68583 -1.31224
C 2.60428 -1.80607 3.35719
O 0.60736 3.05646 1.36702
C -0.51708 4.05238 -0.31747
H 3.32580 -3.05270 -0.09885
C 1.87349 0.12782 4.61646
C 0.75730 0.86076 -2.75411
C -1.02075 5.08036 -1.07823
O -0.66790 2.68649 -0.50550
H -1.08046 7.21496 -1.21080
H -0.86964 -2.36592 -0.67935
H -1.79558 0.88095 -0.84541
C 0.56260 5.53811 1.24836
H -5.37832 -0.49084 -1.59040
H 2.24111 -2.59927 -1.43799
H 0.80318 0.48546 -3.77144
H 4.25189 -2.88925 4.19045
C -4.05185 1.33258 -0.28470
H -1.61954 4.89775 -1.95898
C 2.84818 -0.12717 5.56312
O 2.83251 1.39352 -0.29639
H 1.09853 1.89414 -2.71849
O 2.89078 -1.07441 -0.18971
N -1.56980 0.04327 -0.32797
H -4.03616 -3.29937 1.07932
C 3.70652 -1.20843 5.40556
H -0.73154 -2.74055 1.05581
H -2.91553 -2.72474 2.32628
H 1.61913 -2.66681 0.24159
C 3.50775 1.67676 0.95336
H -3.34632 1.84420 0.36751
C -2.65250 -0.64536 -0.02922
B 0.04722 2.09753 0.53666
C -3.48843 -2.42874 1.44485
H 4.47065 -1.40256 6.14609
C -5.02612 -0.89378 -0.63819
C 0.06161 6.59173 0.48582
N 0.76002 -0.46242 2.57868
H 0.27799 7.60745 0.78646
C 2.47982 -2.43694 -0.38868
*
```

Atomic partial charges in e from the Löwdin method, atoms 1 to 8: 0.1148, 0.0887, 0.0995, -0.1482, 0.0912, 0.5139, -0.4182, 0.0971

***

No. 5
ORCA calculation (ωB97M-V/def2-TZVPD) on C5H10O2 as an isolated structure.

Gap between HOMO and LUMO ... 0.34928 hartree
LUMO energy ... 1.086 eV

ORCA input file:
```
! wB97M-V def2-TZVPD RIJCOSX def2/J DEFGRID3
* xyz 0 1
C 0.38945 -0.32942 1.64989
C -2.45167 0.32785 -0.39230
H 1.32408 -1.39310 -0.29783
C -1.18329 -0.29192 0.10610
O -0.82478 0.23180 1.37688
H -3.27357 0.07686 0.28054
H 0.32995 -1.40734 1.78224
H -1.23901 -1.39418 0.19395
H 2.28141 0.42707 -1.81998
H 3.18554 0.28896 -0.31142
H -2.67497 -0.04016 -1.39609
C 1.07332 -0.33724 -0.18334
H 2.02433 1.61956 -0.54306
H 1.29656 0.17991 1.34523
C 2.20649 0.55507 -0.72721
O -0.12433 0.05445 -0.74470
H -2.32173 1.41188 -0.42281
*
```

Atomic partial charges in e from the Löwdin method, atoms 1 to 8: -0.0721, 0.0015, 0.1253, -0.4461, -0.0762, 0.0896, 0.0968, 0.1605

***

No. 6
ORCA calculation (ωB97M-V/def2-TZVPD) on C43H55Ge2IrNPS as an isolated structure.

Gap between HOMO and LUMO (spin up / spin down) ... 0.22366 / 0.17960 hartree
LUMO energy (spin up / spin down) ... -6.548 / -8.065 eV
<S²> ... 6.12

ORCA input file:
```
! wB97M-V def2-TZVPD RIJCOSX def2/J DEFGRID3
* xyz 2 5
H 4.44049 1.30768 -2.49903
H -0.59369 -2.99996 -3.51861
H 1.30284 3.71386 -2.38200
H 3.79504 -6.26185 1.54811
C -5.63751 3.01220 -0.48012
H -0.93375 0.22701 -6.45939
H 4.10010 -6.16223 -0.17778
N 1.60387 -0.62105 0.54707
C 0.49957 -0.29761 4.40995
C 1.08151 -2.95391 0.44331
C 3.07510 0.39571 -1.13952
H -1.37103 5.70612 -2.52490
H -2.69649 -1.48636 -1.75908
H -0.66754 2.35314 6.99951
H -0.29016 -3.57388 2.99364
C 1.08539 -0.24456 5.65738
C -1.74634 4.67735 -2.43824
H 1.87354 -0.94576 5.91504
C 2.03589 -1.90262 0.58038
H -3.31678 -2.91910 -0.90914
C 2.87386 -4.58154 0.59061
H -2.97500 -2.98693 -2.63964
H -2.35684 -4.93816 0.06907
H 4.85998 -3.77549 0.86850
C -1.08803 0.46864 -5.41175
C 5.64280 3.20684 -0.96478
H 1.13791 0.75306 7.56535
H 1.53963 1.96778 2.56500
C -0.52887 0.61071 4.08281
C 4.53390 2.25725 -0.57778
H 2.29667 0.40922 2.89440
C -0.34648 1.61588 6.27210
H -6.43353 -0.28236 -0.43235
Ge -0.78266 3.91130 -0.95519
H -3.97939 -0.47535 -0.44800
S -1.35022 0.62066 2.56837
C -2.34634 0.28969 -4.83714
C -2.55348 0.60298 -3.49668
C 1.51472 -4.25692 0.43399
H 5.53052 3.55969 -1.99351
C 3.41640 -2.22354 0.72636
Ir -0.37052 -0.16350 0.51936
H 1.53320 -0.70699 -2.16520
H 3.19397 1.90464 3.16999
H -2.70791 -5.13964 1.77932
H -1.76343 2.24504 4.78343
C -0.95608 1.56360 5.03305
C -6.42443 1.86702 -0.46918
C -1.26689 -3.10001 2.83417
H 0.59129 1.65112 -2.71545
C -2.63085 -2.57581 -1.68932
C 0.66966 0.71452 6.58642
C 2.99692 1.37062 1.09527
C -1.17995 -2.99992 -1.44927
H -0.37028 -1.43718 -2.72905
H -0.81138 3.89420 1.57279
C 2.55063 0.41823 0.16972
H -6.10382 3.99147 -0.47367
C -1.49747 1.09742 -2.71601
C -1.96786 -4.75741 1.07254
P -0.63625 -2.41572 0.19834
H -1.98065 -3.56915 3.51625
H 1.42019 4.98183 -1.14211
C 4.04494 1.32307 -1.48410
C -4.24850 2.90814 -0.50032
C 2.47978 1.41091 2.50922
H -2.82609 4.68993 -2.30715
H 5.67900 4.07063 -0.29991
H 4.13964 -1.42218 0.83759
C 3.98480 2.26827 0.69962
H 0.93825 1.12043 -5.10198
H 4.35225 2.99018 1.42883
H 6.61029 2.70017 -0.90011
H 3.03809 -1.60874 -1.97135
C -4.43564 0.51072 -0.47624
H 0.82493 -1.02873 3.68242
C -0.03652 0.96621 -4.64927
H 1.67309 3.27732 -0.69020
H -1.19946 -2.04966 3.10242
C 1.10669 3.94765 -1.33418
C -1.74376 -3.27694 1.38995
C -0.27906 -2.52054 -2.58852
C -5.82355 0.61465 -0.45522
H -3.54303 0.47935 -3.06324
C -1.11224 4.61964 0.81704
C 2.61591 -0.61388 -2.16501
H 2.93033 -0.31471 -3.16684
H -2.69176 -2.74535 1.28025
H -7.50681 1.95188 -0.45676
H -3.65779 3.81383 -0.47930
H 0.76896 -2.77526 -2.42460
H -3.16880 -0.08537 -5.43888
C 3.33527 -6.00927 0.58838
H -1.49509 4.12520 -3.34628
C -3.63395 1.65680 -0.52665
Ge -1.71985 1.44960 -0.81644
H 2.51593 -6.70427 0.40560
H -1.05712 -5.34613 1.21434
H 0.80476 -5.06265 0.28335
C -0.23949 1.27215 -3.30842
H -2.16074 4.88468 0.96766
C 3.80751 -3.53224 0.74174
H -1.11074 -4.08721 -1.38242
H -0.49412 5.51974 0.91732
*
```

Atomic partial charges in e from the Löwdin method, atoms 1 to 8: 0.1326, 0.1012, 0.0269, 0.1027, -0.0569, 0.1153, 0.1015, -0.0733

***

No. 7
ORCA calculation (ωB97M-V/def2-TZVPD) on a 2-piece molecular cluster, C3H9N2 overall.

Gap between HOMO and LUMO (spin up / spin down) ... 0.34462 / 0.34587 hartree
LUMO energy (spin up / spin down) ... 0.992 / 0.040 eV
<S²> ... 0.76

ORCA input file:
```
! wB97M-V def2-TZVPD RIJCOSX def2/J DEFGRID3
* xyz 0 2
H 0.95117 3.61330 -0.62765
H -1.62072 -2.19278 1.32506
N 0.76076 -1.60964 0.82380
H 0.68545 2.07421 -1.10308
C -0.33942 -0.85804 0.27138
N 1.25680 2.88289 -1.24973
H -0.65064 0.18717 -1.63130
C -1.64951 -1.17266 0.94933
H 1.20995 -1.08289 1.56338
H 1.46220 -1.81391 0.12384
H 1.14786 3.19395 -2.20831
C -0.22334 0.08415 -0.64538
H -1.77527 -0.50581 1.80548
H -2.49777 -1.03773 0.28060
*
```

Atomic partial charges in e from the Löwdin method, atoms 1 to 8: -0.0005, 0.0714, 0.0533, -0.0797, -0.4846, 0.0170, 0.0465, -0.0671

***

No. 8
ORCA calculation (ωB97M-V/def2-TZVPD) on an isolated ion of composition C5H12N3O and charge +1.

Gap between HOMO and LUMO ... 0.38060 hartree
SMILES ... C=C(O)NC(=[NH2+])N(C)C
LUMO energy ... -2.902 eV

ORCA input file:
```
! wB97M-V def2-TZVPD RIJCOSX def2/J DEFGRID3
* xyz 1 1
C 0.57615 1.54238 0.55291
H 1.20138 2.46845 0.17942
C 2.54468 0.30103 -0.29703
C 0.41393 -0.77138 -0.03087
H 2.93627 1.23591 -0.50193
C -3.08088 -0.03984 0.51513
H -0.52648 1.65470 0.59198
C -1.96990 -0.04257 -0.14062
N 1.04560 0.40385 -0.10818
H 2.80503 -0.38431 -1.10756
N 1.13869 -1.85859 -0.38300
H -3.28828 -0.58340 1.44763
N -0.89666 -0.91857 0.11141
H -1.18635 -1.89742 0.17126
H -2.62519 0.98616 -1.72491
H -3.96412 0.60816 0.28189
O -1.79348 0.56670 -1.36517
H 0.97891 1.44087 1.55487
H 0.70654 -2.75651 -0.47664
H 2.93025 0.04110 0.62249
H 2.05391 -1.99672 0.10693
*
```

Atomic partial charges in e from the Löwdin method, atoms 1 to 8: -0.0349, 0.1514, 0.0276, -0.3473, 0.0752, 0.0930, 0.1007, -0.4623

***

The following F_max values (in Eh/bohr) correspond, in order, to the records above: 0.0700, 0.0922, 0.0848, 0.0071, 0.0496, 0.0215, 0.0318, 0.0780.
The following ΔE to the lowest compared entry with this formula, charge and spin values (in kcal/mol) correspond, in order, to the records above: 4.1, 31.4, 61.9, 12.0, 97.1, 16.2, 33.9, 48.0.